Record 1
This record from OMol25 describes a structure of composition C31H46BaN2Si3. The level of theory is ωB97M-V/def2-TZVPD.

```
83
Properties=species:S:1:pos:R:3
Ba -0.615 0.827 0.536
C 1.729 1.092 -0.954
Si 2.667 2.180 0.150
C 2.177 4.033 -0.015
N 0.781 4.470 -0.111
C 0.016 4.273 1.103
C -1.485 4.447 0.858
C -1.713 5.494 -0.223
C -1.124 5.001 -1.553
C 0.075 4.076 -1.314
C 4.554 2.253 0.042
C 5.362 2.647 1.112
C 6.741 2.733 0.983
C 7.344 2.423 -0.229
C 6.563 2.025 -1.304
C 5.184 1.941 -1.165
C 2.304 1.612 1.947
C 2.271 2.461 3.057
C 1.952 1.993 4.325
C 1.647 0.653 4.519
C 1.684 -0.220 3.440
C 2.019 0.259 2.178
H 2.170 0.088 -1.019
H 1.641 1.491 -1.969
H 2.697 4.393 -0.911
H 2.645 4.585 0.811
H 0.352 5.005 1.848
H 0.227 3.294 1.579
H -1.982 4.712 1.792
H -1.950 3.506 0.527
H -1.221 6.419 0.082
H -2.776 5.715 -0.331
H -0.817 5.855 -2.157
H -1.884 4.459 -2.123
H 0.773 4.128 -2.150
H -0.250 3.019 -1.299
H 4.911 2.879 2.071
H 7.346 3.037 1.828
H 8.420 2.487 -0.332
H 7.029 1.775 -2.249
H 4.580 1.615 -2.005
H 2.485 3.517 2.929
H 1.933 2.678 5.165
H 1.383 0.291 5.504
H 1.446 -1.267 3.579
H 2.056 -0.436 1.342
C -3.135 -1.364 -2.772
Si -3.672 -0.516 -1.180
C -3.307 1.331 -1.515
C -5.546 -0.664 -1.076
C -2.734 -1.045 0.301
C -1.731 -2.098 0.220
C -1.889 -3.304 -0.506
C -0.890 -4.244 -0.533
C 0.295 -4.014 0.170
C 0.401 -2.825 0.851
N -0.557 -1.888 0.874
Si -3.407 -0.666 1.964
C -2.118 -0.765 3.347
C -4.817 -1.786 2.498
C -4.063 1.112 2.024
H -3.488 -0.775 -3.623
H -3.546 -2.369 -2.877
H -2.047 -1.441 -2.850
H -3.960 1.717 -2.302
H -2.285 1.484 -1.887
H -3.471 1.966 -0.638
H -6.013 -0.286 -1.989
H -5.973 -0.116 -0.233
H -5.831 -1.713 -0.963
H -2.829 -3.487 -1.006
H -1.030 -5.169 -1.080
H 1.101 -4.733 0.184
H 1.304 -2.594 1.408
H -1.629 -1.739 3.372
H -2.629 -0.610 4.302
H -1.319 -0.014 3.305
H -4.492 -2.829 2.530
H -5.645 -1.723 1.789
H -5.193 -1.517 3.488
H -3.287 1.874 1.878
H -4.508 1.316 3.001
H -4.833 1.291 1.270
```

The value obtained for the HOMO energy is -6.97 eV. The calculation puts the orbital gap at 0.2636 Ha.

***

Record 2
This record from OMol25 describes a structure of composition C31H46BrFeN3OP2 in a non-equilibrium geometry. The level of theory is ωB97M-V/def2-TZVPD.

```
85
Properties=species:S:1:pos:R:3
N 1.400 5.360 -3.620
C 1.015 5.419 -2.341
C 1.519 4.545 -1.370
C 2.479 3.585 -1.767
C 2.870 3.542 -3.121
C 2.306 4.465 -4.013
C 2.981 2.634 -0.806
Fe 1.575 -1.439 1.010
P -0.448 -2.194 1.663
C 3.399 1.376 -1.120
C 3.397 0.239 -0.174
C 3.358 -1.085 -0.673
C 3.434 -2.232 0.142
C 3.445 -2.020 1.548
C 3.363 -0.715 2.097
C 3.300 0.393 1.226
Br 2.988 -3.604 2.726
H 2.817 2.930 0.231
H 3.563 1.120 -2.176
H 1.187 4.598 -0.336
H 3.604 2.812 -3.471
H 0.296 6.184 -2.055
H 2.620 4.450 -5.064
H 3.315 -1.207 -1.750
H 3.262 1.392 1.644
H 3.371 -3.222 -0.279
H 3.310 -0.561 3.169
P -0.794 -0.501 -1.750
C -0.151 -1.707 3.433
C -0.005 -2.869 4.387
H -0.972 -1.031 3.715
H 0.758 -1.081 3.462
H 0.181 -2.493 5.398
H -0.893 -3.507 4.439
H 0.861 -3.483 4.122
C 0.076 -3.856 0.986
C -0.502 -5.072 1.682
H 1.177 -3.941 1.029
H -0.194 -3.835 -0.085
H 0.105 -5.945 1.411
H -0.467 -4.984 2.774
H -1.526 -5.275 1.346
C -2.247 -2.163 1.486
C -3.001 -2.895 2.607
H -2.506 -2.580 0.502
H -2.517 -1.095 1.459
H -4.078 -2.882 2.399
H -2.707 -3.953 2.686
H -2.863 -2.402 3.578
C -2.534 -0.139 -2.208
C -3.600 -0.952 -1.485
H -2.601 -0.293 -3.295
H -2.711 0.918 -1.966
H -4.482 -1.058 -2.130
H -3.266 -1.959 -1.210
H -3.926 -0.416 -0.582
C -0.650 -2.184 -2.547
C 0.731 -2.519 -3.101
H -1.416 -2.238 -3.335
H -0.928 -2.900 -1.757
H 0.666 -3.446 -3.692
H 1.111 -1.729 -3.765
H 1.462 -2.681 -2.293
C 0.082 0.662 -2.915
C -0.605 1.998 -3.172
H 0.263 0.129 -3.855
H 1.057 0.837 -2.441
H -0.050 2.541 -3.951
H -1.643 1.882 -3.518
H -0.612 2.628 -2.267
N -3.947 3.752 1.067
C -3.076 2.904 0.450
O -3.406 2.324 -0.580
C -1.756 2.706 1.127
C -1.362 3.389 2.296
C -0.157 3.025 2.904
C 0.571 1.943 2.373
N 0.176 1.281 1.289
C -0.919 1.680 0.643
H -4.844 3.890 0.630
H -3.684 4.376 1.811
H -1.979 4.169 2.745
H 0.259 3.532 3.761
H 1.492 1.613 2.859
H -1.183 1.119 -0.274
```

The spin multiplicity is 5. The value obtained for the HOMO energy (spin up / spin down) is -13.32 / -13.34 eV. The calculation puts the orbital gap (spin up / spin down) at 0.2502 / 0.2223 Ha. As for the net charge: +2.

***

Record 3
This record from OMol25 describes a cluster of 8 separate species, C31H46F21O14P2 in total. The level of theory is ωB97M-V/def2-TZVPD.

```
114
Properties=species:S:1:pos:R:3
C -1.095 3.088 3.323
C -1.826 3.277 1.989
P -3.666 3.232 1.940
C -4.159 4.540 3.129
P -4.148 1.412 3.076
H -0.023 2.977 3.135
H -1.210 3.962 3.973
H -1.421 2.198 3.868
H -1.610 4.272 1.579
H -1.492 2.541 1.250
H -3.664 4.476 4.102
H -5.241 4.535 3.273
H -3.849 5.476 2.652
H -5.372 1.572 3.725
H -4.196 0.351 2.177
H -3.231 1.039 4.064
C -0.451 0.572 -3.994
C 0.068 0.149 -2.643
O -0.948 0.387 -1.611
C -1.875 -0.539 -1.508
O -1.998 -1.568 -2.099
C -2.872 -0.142 -0.392
F -3.228 1.149 -0.439
F -2.296 -0.335 0.830
F -3.969 -0.879 -0.425
H -0.771 1.615 -3.982
H 0.332 0.453 -4.741
H -1.298 -0.045 -4.291
H 0.919 0.748 -2.328
H 0.348 -0.902 -2.627
C -2.463 3.158 7.706
C -2.838 4.555 7.262
O -3.922 5.080 8.048
C -3.576 5.604 9.223
O -2.476 5.678 9.676
C -4.832 6.164 9.936
F -5.851 5.302 9.864
F -5.203 7.305 9.338
F -4.566 6.411 11.208
H -3.338 2.507 7.686
H -1.697 2.747 7.047
H -2.071 3.165 8.722
H -3.216 4.556 6.241
H -1.985 5.232 7.311
C 0.243 -5.033 -3.492
C 1.549 -4.800 -4.215
O 1.332 -4.362 -5.582
C 1.043 -3.087 -5.738
O 0.909 -2.258 -4.883
C 0.919 -2.740 -7.244
F 0.204 -3.653 -7.900
F 2.142 -2.684 -7.788
F 0.336 -1.554 -7.391
H -0.376 -5.741 -4.041
H 0.443 -5.440 -2.500
H -0.310 -4.101 -3.376
H 2.123 -5.718 -4.323
H 2.167 -4.057 -3.712
C -1.003 -1.444 3.737
C -1.507 -2.578 2.871
O -0.989 -3.839 3.334
C -1.632 -4.369 4.368
O -2.574 -3.905 4.940
C -1.014 -5.743 4.731
F 0.319 -5.682 4.742
F -1.390 -6.648 3.818
F -1.438 -6.134 5.923
H 0.087 -1.436 3.763
H -1.336 -0.482 3.340
H -1.367 -1.544 4.760
H -1.153 -2.490 1.847
H -2.596 -2.627 2.860
C -2.564 -9.714 1.356
C -3.826 -9.255 0.664
O -3.577 -8.083 -0.157
C -3.061 -8.314 -1.351
O -2.775 -9.366 -1.839
C -2.896 -6.976 -2.116
F -2.353 -6.029 -1.340
F -4.090 -6.541 -2.534
F -2.111 -7.145 -3.176
H -2.137 -8.905 1.950
H -2.798 -10.545 2.021
H -1.822 -10.051 0.633
H -4.580 -8.925 1.373
H -4.249 -10.035 0.032
C 4.498 4.753 -6.456
C 4.858 3.395 -7.009
O 4.856 2.394 -5.954
C 3.692 1.868 -5.636
O 2.617 2.080 -6.114
C 3.895 0.844 -4.489
F 4.677 1.360 -3.533
F 4.465 -0.271 -4.949
F 2.719 0.526 -3.949
H 5.179 5.028 -5.649
H 4.582 5.498 -7.247
H 3.475 4.765 -6.081
H 5.876 3.372 -7.390
H 4.175 3.072 -7.793
C 8.158 3.044 -2.016
C 6.755 3.590 -1.897
O 6.758 5.031 -1.752
C 6.834 5.723 -2.876
O 6.876 5.300 -3.994
C 6.799 7.240 -2.561
F 7.605 7.551 -1.545
F 5.546 7.588 -2.224
F 7.160 7.943 -3.625
H 8.760 3.341 -1.157
H 8.122 1.955 -2.056
H 8.641 3.405 -2.923
H 6.258 3.231 -0.998
H 6.149 3.329 -2.764
```

The value obtained for the HOMO energy is -12.70 eV. The calculation puts the orbital gap at 0.3428 Ha. As for the net charge: +1.

***

no.,calculated total energy (eV)
1,-60202.77862
2,-162402.36862
3,-137198.47623